--- i ---
ORCA calculation (wB97M-V/def2-TZVPD) on C39H33Cl2N3O5STeZr as an isolated structure.

Element x y z (Å)
N  2.66835  -1.00077  1.02635
H  -4.44265  0.42008  3.55348
C  -2.90607  0.02546  1.26870
N  0.02614  -1.37846  -0.23095
C  -0.51570  4.75928  0.98401
H  -0.91349  8.58809  0.91423
H  -3.43201  -7.35889  -2.87817
H  5.73013  3.55441  2.00699
C  -1.24195  -1.29425  -0.06934
H  0.01355  -3.47966  -0.56015
N  0.86040  0.41222  2.26152
C  -0.30389  3.30102  0.94470
H  -3.17827  -5.36446  1.08706
C  1.19552  -0.87302  2.89661
C  -3.94071  -3.43403  -1.58682
H  1.59053  -2.73632  -0.37893
O  3.15684  -2.23206  2.90722
H  -3.43911  -0.89533  1.48144
H  -4.68484  -5.31211  -0.87152
C  5.23126  5.51340  -0.70144
H  1.25126  -1.57195  -2.62779
C  -1.73502  5.32382  0.61834
H  -0.12959  0.63260  2.34911
H  0.47028  -6.41463  -1.39503
C  -3.14264  -4.53249  0.39629
C  3.54604  -1.32197  -1.14723
H  -1.59346  -7.75637  -1.26824
H  -2.70225  3.22374  2.30094
C  4.27892  3.25645  0.46533
C  3.80995  -1.56688  0.32811
C  -2.50303  2.33642  1.71054
C  -2.23700  -3.50378  0.60397
C  -2.52636  -6.76760  -2.92938
C  -4.48119  1.22971  2.82371
C  5.80077  5.08189  0.48858
H  5.58957  6.40678  -1.19278
S  2.33775  2.80172  -1.48775
C  4.19543  4.80649  -1.28139
C  0.67883  -2.44294  -2.31662
C  -2.39104  -5.78569  -3.90051
C  5.31460  3.93075  1.08319
H  -4.53554  2.16945  3.37258
Te  1.60667  -4.14197  -3.20897
C  -3.05310  -2.39101  -1.36827
C  -0.18194  -5.25538  -3.07797
C  3.65472  3.62570  -0.72813
C  -3.29078  1.20489  1.90630
C  2.47126  -1.43370  2.28429
H  -3.02113  -1.54752  -2.04753
C  -1.49662  -6.99164  -2.02900
H  1.35809  1.17582  2.71566
C  -1.22380  -5.03904  -3.97831
H  6.61365  5.63284  0.93913
C  -1.15800  1.17667  0.07157
H  -1.11424  -4.28918  -4.75239
H  1.51756  5.12155  1.55094
Zr  1.59726  0.63202  -0.00206
Cl  3.53552  5.42855  -2.76071
O  0.83564  2.84033  1.05737
H  1.30499  -0.79363  3.97762
H  -1.56329  -3.53294  1.45241
H  -2.55960  4.68749  0.32625
H  4.75176  -1.08703  0.62003
H  -0.31944  -2.38767  -2.75320
O  2.89596  -0.17641  -1.33637
O  3.81510  -2.08739  -2.03922
C  -1.82374  -0.01622  0.39446
H  0.38721  -1.57577  2.68426
H  3.92190  -2.63850  0.50038
C  0.56795  5.57824  1.30759
H  -2.82061  7.14421  0.30363
H  1.25718  7.59065  1.53252
C  -1.87824  6.70240  0.59761
C  -2.18650  -2.43237  -0.28120
H  -3.18842  -5.60927  -4.61152
C  0.41922  6.95204  1.28845
Cl  3.75395  1.77966  1.28304
C  -0.80434  7.51148  0.93666
C  0.60124  -2.59588  -0.80931
C  -1.42460  2.32741  0.82736
H  -5.41177  1.12158  2.26429
H  -4.59417  -3.41291  -2.44881
C  -3.98894  -4.50108  -0.70236
O  -0.20129  1.18965  -0.83585
C  -0.33264  -6.23680  -2.09957

## Properties
HOMO level	-7.4	eV
LUMO level	-0.83	eV
total charge	0
Kohn-Sham gap	6.6	eV

--- ii ---
ORCA calculation (wB97M-V/def2-TZVPD) on C39H33Cl2N3O5STeZr as an isolated structure.

Element x y z (Å)
C  2.57937  -5.04794  -1.53942
H  3.44802  -4.26532  1.19706
C  2.56376  -2.64366  0.14753
H  2.44286  6.20963  -0.28280
H  -1.89258  2.79900  1.13643
O  1.79782  -0.76338  -1.04950
H  -0.08977  -1.87657  2.24281
H  3.53109  2.70384  2.65133
C  -4.26183  -3.60074  -2.82185
H  0.90928  1.75706  -1.88371
N  0.58208  -1.10547  2.16660
H  -5.91490  -3.74185  -1.46240
C  0.33558  -5.54286  -0.79950
C  3.14830  5.88299  -1.03502
C  4.28656  2.79290  1.88539
H  3.39227  -4.34359  -1.63855
C  1.60669  -7.19150  -1.99508
H  5.14939  1.46277  -1.09920
H  0.57933  2.93606  0.40119
C  -0.91446  0.84979  2.57304
C  0.20460  -0.06199  3.13571
C  -2.98441  -3.11685  -3.01699
O  -1.69873  1.40095  3.33116
H  -2.86297  1.38551  0.68352
H  -0.56819  -5.22367  -0.30295
H  -4.75158  -2.48947  0.33176
H  1.48996  -1.49059  2.43959
H  6.96881  3.10737  -0.85599
Cl  -2.20878  -3.37510  -4.52674
H  5.34527  4.35199  2.89032
Zr  0.09492  -0.28449  -0.19476
C  1.33649  -3.33043  -0.27623
C  5.20035  2.08815  -0.22044
C  4.41297  -2.40545  1.68325
C  3.39420  -0.43388  0.69953
C  3.11136  0.99812  0.63078
H  -0.37838  -7.50090  -1.25927
C  -2.97666  -2.23451  -0.81399
O  -0.98356  0.88188  -1.34511
H  4.97481  -0.39105  2.13850
S  -0.70221  -1.77703  -2.32881
C  6.21597  3.01983  -0.08610
C  -1.42630  1.97689  -0.82655
C  1.55168  2.64439  -0.00304
C  3.61944  4.78095  -3.10278
H  1.69044  -8.17927  -2.42490
H  3.56689  -6.60116  -2.62340
H  7.03820  4.59335  1.11095
C  1.51125  2.59043  -1.52147
C  3.49322  -3.20197  1.01379
O  0.25765  -2.71332  -0.09822
C  2.56051  -1.24935  -0.11338
C  0.44398  -6.80759  -1.34417
C  -4.26497  -2.69257  -0.60817
H  -4.74013  -4.13793  -3.62355
C  -4.91249  -3.38222  -1.61621
C  2.69818  5.17207  -2.14028
C  6.26341  3.84444  1.02538
C  5.40228  5.77681  -1.84479
C  4.49201  6.18260  -0.88448
C  5.41276  -3.01889  2.61244
H  6.45133  6.00962  -1.72900
C  4.22217  1.97403  0.76148
C  4.32762  -1.02289  1.54506
H  5.36008  -2.54669  3.59058
C  2.66821  -6.30505  -2.10263
H  3.28222  4.23457  -3.97454
C  -2.28437  -2.39966  -2.02387
H  1.07010  0.58097  3.32725
N  1.87947  1.31202  0.43825
Cl  -2.19200  -1.39139  0.49305
C  4.96278  5.07904  -2.95679
O  -1.47615  3.04821  -1.40945
H  6.42013  -2.87130  2.23064
C  1.41511  -4.66023  -0.86949
Te  0.66609  4.41257  -2.23976
H  2.29896  3.39038  0.29829
H  5.67263  4.76413  -3.70865
H  5.23704  -4.08600  2.72108
H  4.83630  6.72413  -0.01328
H  2.52131  2.47278  -1.91070
C  5.30481  3.71926  2.01659
N  -0.86147  0.94600  1.24917
H  -0.13950  -0.47036  4.09589
C  -1.85215  1.82491  0.63352

## Properties
HOMO level	-7.1	eV
LUMO level	-0.85	eV
total charge	0
Kohn-Sham gap	6.3	eV

Most stable of them? i.

--- i ---
ORCA calculation (wB97M-V/def2-TZVPD) on a 2-piece molecular cluster, CH2Br2S overall.

Element x y z (Å)
H  -1.55506  0.81171  0.13745
H  1.43015  -0.80741  0.11520
Br  0.61675  1.29011  1.61552
Br  -2.20255  -1.10705  2.26491
S  0.26327  -0.68435  -0.75903
C  -0.48049  0.50776  0.36733

## Properties
HOMO level (spin up / spin down)	-8.7 / -8.7	eV
LUMO level (spin up / spin down)	-2.45 / -2.45	eV
total charge	0
Kohn-Sham gap (spin up / spin down)	6.2 / 6.2	eV

--- ii ---
ORCA calculation (wB97M-V/def2-TZVPD) on CH2Br2S as an isolated structure.

Element x y z (Å)
H  -1.37521  0.35804  1.11776
S  -0.41956  -0.67395  0.95728
C  0.23059  0.84031  -0.80709
H  -0.62468  1.10824  -1.31496
Br  1.19667  2.33401  -0.16273
Br  1.18443  -0.27717  -1.94832

## Properties
HOMO level	-9.6	eV
LUMO level	-1.24	eV
total charge	0
Kohn-Sham gap	8.3	eV

Most stable of them? ii.

--- i ---
ORCA calculation (wB97M-V/def2-TZVPD) on one molecule with the formula C4H4BrN.

Element x y z (Å)
H  0.31255  2.93871  -1.00498
C  0.68642  -2.72208  0.52754
Br  -0.97108  -3.71262  0.98093
H  -1.39969  2.35542  -1.06228
H  1.53097  -3.38227  0.62772
C  -0.49329  2.45087  -0.47719
C  0.77434  -1.48873  0.16619
N  0.00265  0.95101  -0.23184
C  0.23178  -0.23947  -0.03741
H  -0.67465  2.84916  0.51132

## Properties
SMILES	CN=C=C=CBr
HOMO level	-7.9	eV
LUMO level	0.21	eV
total charge	0
Kohn-Sham gap	8.2	eV

--- ii ---
ORCA calculation (wB97M-V/def2-TZVPD) on one molecule with the formula C4H4BrN.

Element x y z (Å)
N  1.31257  1.43308  2.00971
H  1.39759  1.29607  3.03013
H  -2.19316  -0.49289  -2.03189
H  0.10117  0.29198  -1.89961
Br  2.20185  -1.33565  -0.09448
H  -2.11405  -1.14056  -0.18835
C  0.52479  -0.04314  0.13791
C  -0.42670  -0.10986  -1.04522
C  -1.67345  -0.59304  -1.07953
C  0.86940  0.69404  1.16134

## Properties
SMILES	C=CC(Br)=C=N
HOMO level	-8.8	eV
LUMO level	-0.51	eV
total charge	0
Kohn-Sham gap	8.3	eV

--- iii ---
ORCA calculation (wB97M-V/def2-TZVPD) on C4H4BrN as an isolated structure.

Element x y z (Å)
H  -1.53189  -1.91516  0.78231
H  -1.18382  2.31974  -0.16024
C  -0.88915  -1.86006  -0.07519
C  -0.13393  2.21694  0.05804
N  1.61304  -1.78657  0.05677
Br  2.18775  0.53789  0.12578
H  0.32903  3.10113  0.48924
C  0.43651  -1.85673  0.01221
H  -1.34663  -1.88374  -1.05268
C  0.51908  1.12656  -0.23623

## Properties
HOMO level (spin up / spin down)	-8.8 / -8.7	eV
LUMO level (spin up / spin down)	-1.25 / -0.87	eV
total charge	0
Kohn-Sham gap (spin up / spin down)	7.6 / 7.8	eV

Most stable of them? ii.

--- i ---
ORCA calculation (wB97M-V/def2-TZVPD) on one molecule with the formula C7H13N3O.

Element x y z (Å)
C  -1.09913  -1.59668  0.37697
C  -1.48711  0.65609  1.18661
H  1.35056  -0.32287  1.41673
N  -1.80991  -0.35055  2.02028
H  1.58334  2.19921  -1.20218
C  0.57109  0.56688  -0.43733
H  2.32295  -0.64888  -0.91710
C  1.26582  -0.38318  -1.35023
O  -1.58839  1.81965  1.54627
H  2.50651  0.82566  0.86891
H  1.50690  0.08627  -2.33956
C  -0.87334  0.13823  -0.06533
H  -0.64920  -2.40115  -1.44151
H  0.86674  -1.37227  -1.64484
H  -1.84550  -0.32737  3.04479
H  -0.06713  2.63494  -0.36822
C  1.32999  0.61910  0.90801
H  0.79584  1.41547  1.52572
H  0.00388  2.14958  -1.95958
H  -1.47743  0.14472  -0.92597
C  0.59474  1.92208  -1.01582
N  -0.91006  -2.59090  -0.45796
N  -1.70383  -1.66060  1.50564
H  -1.18731  -3.52346  -0.27430

## Properties
SMILES	CC(C)(C)[C@@H]1C(=O)NN=C1N
HOMO level	-8.3	eV
LUMO level	0.65	eV
total charge	0
Kohn-Sham gap	8.9	eV

--- ii ---
ORCA calculation (wB97M-V/def2-TZVPD) on one molecule with the formula C7H13N3O.

Element x y z (Å)
H  -1.81568  2.95357  0.32124
C  0.15508  -1.96048  -1.94517
H  0.86287  -0.93925  2.30643
H  -0.44958  -1.80273  -2.89543
H  -1.06558  2.61640  1.93651
H  -0.67505  -1.99186  1.45900
H  1.07949  0.78123  1.95207
N  0.90172  -0.88495  -1.42739
C  -0.42012  -0.26394  0.84325
C  -1.47256  0.77923  0.53864
N  2.24149  0.91182  -1.49241
H  -2.33810  0.58417  1.18570
H  -1.83132  0.68501  -0.50132
C  -1.04961  2.27987  0.78763
H  -0.27840  0.13772  2.95394
C  0.30311  0.03000  2.08958
C  1.87804  -0.18954  -2.08085
H  -0.10940  2.47568  0.23284
C  0.69064  -0.08942  -0.30848
N  1.52596  0.90916  -0.32822
H  2.45319  -0.56359  -2.92843
H  -0.42793  -2.29889  -1.12234
H  0.87799  -2.65520  -2.27325
O  -1.03625  -1.50400  0.69647

## Properties
SMILES	CC[C@@](C)(O)c1nncn1C
HOMO level	-9.5	eV
LUMO level	0.66	eV
total charge	0
Kohn-Sham gap	10.1	eV

Most stable of them? ii.